# 1
10
Properties=species:S:1:pos:R:3:mulliken_charge:R:1 method="wB97M-V/def2-TZVPD" e_above_lowest_kj_mol=360.1 e_tot_ha=-544.2458 homo_energy_ha=-0.344 fmax_ev_per_a=4.58 spin_multiplicity=1 charge=0 orbital_gap_ha=0.3434
C -0.14381 -1.49148 -0.42001 -0.05
C 0.57071 0.49052 0.90802 -0.37
C -0.81636 -0.19549 -0.50592 -0.60
N 0.90877 -1.69152 0.28488 -0.28
O 1.23213 -0.68348 1.16844 -0.18
I -2.86891 -0.04056 0.19003 0.09
H -0.52843 -2.36505 -0.86193 0.44
H 1.22660 1.19750 0.19238 0.23
H 0.13505 0.77378 1.83395 0.32
H -0.46913 0.33089 -1.40542 0.41

---

# 2
14
Properties=species:S:1:pos:R:3:lowdin_spin:R:1 method="wB97M-V/def2-TZVPD" s_squared=0.7507 e_above_lowest_kj_mol=5.1 e_tot_ha=-208.2424 homo_energy_ha="-0.119 / -0.369" fmax_ev_per_a=0.89 spin_multiplicity=2 charge=0 orbital_gap_ha="0.1499 / 0.3935"
N 0.88038 0.90749 -1.81077 0.38
H 0.22582 0.50999 -2.53033 0.14
H 0.61368 0.53349 -0.87805 0.04
H 1.82472 0.49730 -1.99153 0.15
H 0.99296 1.94717 -1.78833 0.16
N 0.78978 -0.33067 0.94320 0.04
C -0.60554 -0.70328 1.25079 0.02
N -1.51656 -0.19440 0.23866 0.03
H 1.42595 -1.11519 0.93085 0.02
H 1.13234 0.32389 1.63114 0.01
H -0.68571 -1.78184 1.32567 0.00
H -0.84649 -0.28191 2.22874 0.00
H -2.08111 0.58256 0.56264 0.01
H -2.15021 -0.89459 -0.11268 0.01

---

# 3
45
Properties=species:S:1:pos:R:3:mulliken_charge:R:1 method="wB97M-V/def2-TZVPD" e_above_lowest_kj_mol=209.5 e_tot_ha=-1092.3050 homo_energy_ha=-0.307 fmax_ev_per_a=0.66 spin_multiplicity=1 smiles=C[C@@H](NC[C@@H]1COc2ccccc2O1)[C@H]1COc2ccccc2O1 charge=0 orbital_gap_ha=0.3319
C -1.60446 -2.80443 -0.40173 -1.70
H -2.59839 -3.02237 -0.02257 0.39
H -1.63791 -2.74649 -1.48687 0.37
H -0.93184 -3.61015 -0.12377 0.41
C -1.09983 -1.49495 0.19809 -0.25
N 0.20488 -1.19819 -0.35269 -0.15
H 0.15155 -1.10869 -1.36199 0.35
C 0.91433 -0.07438 0.22018 -0.86
C 2.38203 -0.12256 -0.20562 0.35
C 3.09855 -1.36013 0.33743 -0.56
H 2.60708 -2.26860 -0.01036 0.27
O 4.42881 -1.40159 -0.12423 -0.45
C 5.07682 -0.19772 -0.00739 0.50
C 6.46178 -0.17715 -0.11395 -0.63
C 7.15489 1.00923 0.02829 -0.47
C 6.47117 2.18581 0.29023 -0.47
C 5.09264 2.18003 0.37869 -0.71
C 4.38504 0.99550 0.21872 0.46
O 3.01345 1.04550 0.27898 -0.32
H 4.53586 3.08421 0.56627 0.42
H 7.01073 3.11164 0.41641 0.38
H 8.23061 1.01308 -0.05565 0.38
H 6.97090 -1.10864 -0.30342 0.42
H 3.08121 -1.32632 1.43557 0.32
H 2.45139 -0.14108 -1.30606 0.24
H 0.51651 0.91071 -0.06954 0.35
H 0.86148 -0.15265 1.30913 0.31
C -2.13789 -0.35731 0.03785 0.52
C -2.49807 -0.01500 -1.41083 -0.61
H -1.61699 0.26828 -1.98950 0.26
O -3.35979 1.09987 -1.44212 -0.45
C -4.39609 1.00475 -0.54588 0.55
C -5.48367 1.85488 -0.69738 -0.72
C -6.56125 1.76572 0.16230 -0.46
C -6.56690 0.81745 1.17293 -0.50
C -5.48097 -0.01886 1.34449 -0.71
C -4.38334 0.07648 0.49845 0.44
O -3.31016 -0.74739 0.72754 -0.39
H -5.45380 -0.75347 2.13352 0.41
H -7.41419 0.73517 1.83596 0.39
H -7.40153 2.43064 0.03619 0.38
H -5.46085 2.57307 -1.50141 0.42
H -2.99047 -0.87742 -1.87913 0.35
H -1.74262 0.55938 0.50667 0.37
H -0.97073 -1.63584 1.27818 0.41

---

# 4
29
Properties=species:S:1:pos:R:3:lowdin_spin:R:1 method="wB97M-V/def2-TZVPD" s_squared=0.7503 e_above_lowest_kj_mol=286.6 e_tot_ha=-446.0492 homo_energy_ha="0.039 / -0.217" fmax_ev_per_a=5.69 spin_multiplicity=2 charge=-1 orbital_gap_ha="0.0959 / 0.3460"
C 0.33513 -0.66283 -0.62622 0.09
C 1.64554 -1.45610 -0.87292 0.24
C 0.11928 -2.05707 -2.62269 0.09
C -2.00733 0.90887 -1.55600 0.04
C -1.42981 -0.23580 -2.39581 0.04
O -1.91064 -0.49893 -3.49668 0.00
N -0.45253 -0.95924 -1.85217 0.01
H -0.16651 -1.08081 0.24218 0.03
H 0.58282 0.40730 -0.52737 0.03
H 2.13053 -1.75484 0.00788 0.05
H 2.31214 -0.82317 -1.52609 0.06
H 0.63705 -1.65461 -3.51153 0.02
H -1.17225 1.47200 -1.15053 0.01
H 1.37241 -2.29887 -1.40747 0.02
H 0.78956 -2.51065 -1.97145 0.01
H -0.65805 -2.83728 -2.93089 0.01
H -2.59040 1.52016 -2.26379 0.00
H -2.64920 0.48417 -0.79643 0.01
C -0.33064 1.03725 2.73836 0.02
C 0.98761 0.36601 3.20296 0.07
C -0.02179 2.38367 2.08004 0.05
H -0.88629 0.38799 2.01107 0.00
H -0.94753 1.24067 3.55487 0.00
H 1.57750 1.03478 3.77237 0.01
H 1.54947 0.10177 2.33750 0.02
H 0.48305 2.97398 2.81418 0.01
H 0.70193 2.20293 1.29722 0.03
H 0.87757 -0.52700 3.79268 0.02
H -0.87864 2.83568 1.65671 0.01

---

# 5
86
Properties=species:S:1:pos:R:3:lowdin_spin:R:1 method="wB97M-V/def2-TZVPD" s_squared=0.7561 e_above_lowest_kj_mol=0.0 e_tot_ha=-2155.4889 homo_energy_ha="-0.517 / -0.537" fmax_ev_per_a=0.17 spin_multiplicity=2 charge=+2 orbital_gap_ha="0.3047 / 0.2741"
Re 0.53303 -0.43592 -0.21875 0.69
C -1.38617 0.17849 -1.24782 0.00
C -1.64062 0.54170 0.11188 0.02
C -1.54828 -0.67183 0.88630 0.03
C -1.26308 -1.73591 -0.04584 0.00
C -1.25441 -1.23838 -1.38557 0.00
C -1.67859 -2.01680 -2.62786 0.00
C -1.16067 -1.40768 -3.92753 0.00
C -3.21767 -1.89535 -2.62271 0.00
C -1.33842 -3.50411 -2.56121 0.00
C -1.87674 -0.99931 2.35013 0.00
C -3.37008 -0.67336 2.54464 0.00
C -1.02253 -0.28536 3.40979 0.00
C -1.71099 -2.50425 2.60773 0.00
C -2.05652 1.98710 0.40183 0.00
C -1.35435 2.95637 -0.56638 0.00
C -3.56898 2.03681 0.10111 0.00
C -1.80373 2.50779 1.81559 0.00
H -1.45571 0.86485 -2.07423 0.00
H -1.22516 -2.77730 0.22007 0.00
H -1.54218 -0.39559 -4.07215 0.00
H -1.51288 -1.99934 -4.77283 0.00
H -0.07095 -1.38425 -3.97504 0.00
H -3.53669 -0.85438 -2.69436 0.00
H -3.64449 -2.32450 -1.71468 0.00
H -3.62988 -2.43387 -3.47664 0.00
H -0.27132 -3.70491 -2.63038 0.00
H -1.81199 -4.01356 -3.40047 0.00
H -1.72476 -3.96634 -1.65107 0.00
H -3.56957 0.39510 2.55224 0.00
H -3.69719 -1.07639 3.50345 0.00
H -3.98020 -1.13229 1.76382 0.00
H -0.76709 0.73768 3.15548 0.00
H -0.10366 -0.83856 3.59439 0.00
H -1.57476 -0.26165 4.35006 0.00
H -2.40955 -3.10760 2.02563 0.00
H -1.91712 -2.69813 3.66007 0.00
H -0.68943 -2.83827 2.41099 0.00
H -1.66999 2.82311 -1.60119 0.00
H -0.26822 2.86653 -0.50373 0.00
H -1.62079 3.97675 -0.29225 0.00
H -3.77924 1.73966 -0.92796 0.00
H -3.92509 3.05876 0.23516 0.00
H -4.13933 1.39007 0.76567 0.00
H -0.73949 2.53719 2.05368 0.00
H -2.32294 1.94076 2.58186 0.00
H -2.17437 3.53175 1.86936 0.00
O 1.43589 -0.93240 1.55981 0.08
N 1.87884 0.02220 2.32924 -0.02
N 1.74929 1.15489 1.83060 0.01
O 1.24168 1.29820 0.60781 0.10
C 2.15002 2.34947 2.54003 0.00
C 2.62683 2.23047 3.83898 0.00
C 2.99489 3.38789 4.50221 0.00
C 2.88330 4.62386 3.87654 0.00
C 2.39958 4.71314 2.58027 0.00
C 2.02330 3.56819 1.89401 0.00
H 2.70596 1.26575 4.31763 0.00
H 3.36926 3.32227 5.51423 0.00
H 3.17362 5.52151 4.40501 0.00
H 2.31109 5.67647 2.09757 0.00
H 1.63441 3.62528 0.88901 0.00
C 3.55256 -2.16074 -0.10343 0.02
P 1.89451 -2.33643 -0.82443 0.02
C 1.40574 -3.98896 -0.28574 0.00
C 2.21983 -2.33242 -2.61849 0.00
C 2.61709 -0.92297 -3.06171 0.00
P 1.74542 0.42214 -2.13662 0.02
C 0.91271 1.45089 -3.37275 0.00
C 3.09513 1.51856 -1.61165 0.01
H 4.19683 -2.95190 -0.49002 0.00
H 3.48980 -2.24721 0.97942 0.00
H 3.99163 -1.19468 -0.35061 0.00
H 2.16319 -4.71056 -0.59603 0.00
H 0.44065 -4.28761 -0.68310 0.00
H 1.35729 -3.98283 0.80458 0.00
H 1.32161 -2.66294 -3.13401 0.00
H 3.00854 -3.05210 -2.84736 0.00
H 2.43920 -0.78941 -4.12996 0.00
H 3.68473 -0.76043 -2.90260 0.00
H 1.65789 1.79872 -4.09004 0.00
H 0.47503 2.31674 -2.87506 0.00
H 0.13781 0.90779 -3.90403 0.00
H 3.71706 1.74890 -2.47786 0.00
H 3.70787 1.05225 -0.84135 0.00
H 2.68274 2.44271 -1.21034 0.00

---

Please write out number 2 again, unchanged.
14
Properties=species:S:1:pos:R:3:lowdin_spin:R:1 method="wB97M-V/def2-TZVPD" s_squared=0.7507 e_above_lowest_kj_mol=5.1 e_tot_ha=-208.2424 homo_energy_ha="-0.119 / -0.369" fmax_ev_per_a=0.89 spin_multiplicity=2 charge=0 orbital_gap_ha="0.1499 / 0.3935"
N 0.88038 0.90749 -1.81077 0.38
H 0.22582 0.50999 -2.53033 0.14
H 0.61368 0.53349 -0.87805 0.04
H 1.82472 0.49730 -1.99153 0.15
H 0.99296 1.94717 -1.78833 0.16
N 0.78978 -0.33067 0.94320 0.04
C -0.60554 -0.70328 1.25079 0.02
N -1.51656 -0.19440 0.23866 0.03
H 1.42595 -1.11519 0.93085 0.02
H 1.13234 0.32389 1.63114 0.01
H -0.68571 -1.78184 1.32567 0.00
H -0.84649 -0.28191 2.22874 0.00
H -2.08111 0.58256 0.56264 0.01
H -2.15021 -0.89459 -0.11268 0.01